Entry 1:
Molecular formula: C13H15N
Method: DFT, ωB97M-V/def2-TZVPD

XYZ file:
```
29
Properties=species:S:1:pos:R:3:mulliken_charge:R:1
C -1.619 -0.837 2.844 -0.8854
C -1.692 0.534 2.941 -0.3702
C -0.991 -1.420 1.732 -0.1952
C -1.097 1.435 2.067 -0.8124
C -0.280 -0.551 0.859 -0.0108
C -0.370 0.847 0.990 0.1619
C 1.959 0.627 -1.604 -0.4845
C 0.891 0.633 -0.884 -0.5447
C 2.229 -0.839 -1.948 -0.6474
C 1.600 -1.661 -0.773 -0.9307
C 0.319 -0.876 -0.464 2.0167
C -0.794 -1.355 -1.371 -1.4521
C -0.414 2.808 -0.492 -1.0329
N 0.278 1.602 -0.050 0.0069
H -2.129 -1.579 3.369 0.4152
H -2.241 1.079 3.697 0.3468
H -1.121 -2.541 1.457 0.2611
H -0.955 2.435 2.435 0.3799
H 2.576 1.436 -1.838 0.5482
H 1.734 -1.028 -2.956 0.2389
H 3.316 -1.026 -2.015 0.4089
H 1.525 -2.793 -1.161 0.2549
H 2.306 -1.841 -0.029 0.4299
H -1.201 -2.404 -1.097 0.2856
H -0.529 -1.408 -2.517 0.2718
H -1.688 -0.730 -1.397 0.3940
H 0.336 3.593 -0.851 0.2908
H -1.117 2.581 -1.331 0.2894
H -0.832 3.277 0.385 0.3652
```

Computed properties:
**Largest force on an atom**: 0.079 hartree/bohr
**SMILES**: CN1C2=CCC[C@@]2(C)c2ccccc21
**E_HOMO**: -7.6 eV
**E_LUMO**: 0.92 eV
**ΔE to the lowest compared entry with this formula, charge and spin**: 269.6 kJ/mol
**Calculated total energy**: -559.03566 Eh



Entry 2:
Molecular formula: C13H15N3O3S2
Method: DFT, ωB97M-V/def2-TZVPD

XYZ file:
```
36
Properties=species:S:1:pos:R:3:mulliken_charge:R:1
O -2.206 -3.189 -3.508 -0.5453
N 0.251 -0.580 1.824 -0.6117
N 0.127 0.082 -0.419 -0.3599
O -3.789 -3.260 -1.844 -0.2825
O 4.677 3.672 2.741 -0.3749
S 1.915 0.604 3.604 -0.2861
S -1.454 -1.887 0.112 -0.1603
C -2.641 -2.727 -2.455 0.3888
C 2.923 1.908 2.865 0.2764
C 2.487 2.195 1.575 -0.0439
C -0.253 -0.666 0.581 0.2132
C 1.055 0.431 2.114 0.2351
C 0.827 1.146 -0.032 0.7163
C 1.440 1.301 1.144 0.2101
N 1.050 1.908 -1.119 -0.5630
C 4.024 2.684 3.536 -0.4355
C -1.721 -1.767 -1.736 -0.4053
C -5.757 -4.715 -2.066 -1.2151
C -4.379 -4.377 -2.626 -0.0962
C 3.738 4.349 1.792 -0.7286
C 2.949 3.401 0.813 -0.7679
H 1.894 2.424 -1.141 0.2364
H 1.032 1.303 -1.934 0.2616
H 3.687 3.252 4.350 0.3256
H 4.753 1.906 3.832 0.3242
H -2.228 -0.835 -1.786 0.2962
H -0.776 -1.851 -2.283 0.4011
H -6.432 -3.914 -2.101 0.3496
H -6.155 -5.607 -2.605 0.3357
H -5.784 -4.847 -0.940 0.3069
H -4.701 -4.047 -3.623 0.2390
H -3.632 -5.178 -2.617 0.3267
H 2.995 5.067 2.341 0.2618
H 4.411 4.892 1.195 0.3700
H 2.041 3.886 0.409 0.4534
H 3.633 3.036 0.005 0.3479
```

Computed properties:
**Largest force on an atom**: 0.077 hartree/bohr
**SMILES**: CCOC(=O)CSc1nc(N)c2c3c(sc2n1)COCC3
**E_HOMO**: -8.1 eV
**E_LUMO**: 0.57 eV
**ΔE to the lowest compared entry with this formula, charge and spin**: 305.2 kJ/mol
**Calculated total energy**: -1690.68515 Eh



Entry 3:
Molecular formula: C13H15N3O4
Method: DFT, ωB97M-V/def2-TZVPD

XYZ file:
```
35
Properties=species:S:1:pos:R:3:mulliken_charge:R:1
C 0.457 3.901 -4.038 -0.9524
H 0.450 4.738 -3.332 0.3690
O 0.963 2.729 -3.447 -0.4133
C 0.306 2.201 -2.383 0.8956
C -0.840 2.731 -1.809 -0.2879
C -1.440 2.116 -0.723 -1.4712
C -0.883 0.962 -0.194 -0.1641
C 0.272 0.415 -0.760 -0.6569
C 0.868 1.014 -1.851 1.2960
O 1.979 0.553 -2.482 -0.4614
C 2.565 -0.635 -2.004 -0.8807
H 1.864 -1.474 -2.031 0.3805
H 3.401 -0.837 -2.671 0.2179
H 2.937 -0.514 -0.981 0.3446
H 0.661 -0.494 -0.331 0.6647
C -1.475 0.278 0.931 0.0930
N -2.662 0.506 1.435 -0.5028
O -2.803 -0.402 2.445 -0.1684
C -1.672 -1.117 2.478 0.6478
N -0.823 -0.737 1.582 -0.2455
C -1.481 -2.216 3.456 -0.7830
C -0.698 -3.367 2.814 -0.7293
H -0.408 -4.085 3.583 0.3264
H -1.327 -3.879 2.085 0.3246
C 0.562 -2.923 2.073 0.6403
O 0.803 -3.255 0.937 -0.6407
N 1.449 -2.228 2.826 -0.3308
H 2.242 -1.829 2.352 0.2455
H 1.180 -1.809 3.698 0.1823
H -0.952 -1.821 4.329 0.2782
H -2.460 -2.560 3.794 0.3224
H -2.334 2.527 -0.281 0.4578
H -1.281 3.632 -2.207 0.3949
H -0.553 3.750 -4.432 0.3750
H 1.134 4.130 -4.860 0.2322
```

Computed properties:
**Largest force on an atom**: 0.024 hartree/bohr
**SMILES**: COc1ccc(-c2noc(CCC(N)=O)n2)cc1OC
**E_HOMO**: -8.0 eV
**E_LUMO**: 0.61 eV
**ΔE to the lowest compared entry with this formula, charge and spin**: 55.7 kJ/mol
**Calculated total energy**: -969.58438 Eh



Entry 4:
Molecular formula: C13H15N3S2
Method: DFT, ωB97M-V/def2-TZVPD

XYZ file:
```
33
Properties=species:S:1:pos:R:3:mulliken_charge:R:1
N 2.566 3.563 2.809 -0.1548
N 3.195 4.364 3.704 -0.6052
N 1.699 1.289 2.641 -0.4341
S 3.826 4.781 6.243 -0.2409
S 2.675 2.176 5.013 -0.1484
C 2.244 2.384 3.328 0.3242
C 3.238 3.817 4.904 0.5495
C 1.335 1.551 1.411 -0.2180
C 0.527 -0.773 0.751 -1.1022
C 0.004 1.158 -0.623 -1.0131
C -0.159 -1.595 -0.120 -0.1141
C -0.662 0.319 -1.491 -0.4499
C 0.642 0.601 0.502 0.8602
C -0.775 -1.066 -1.292 0.3219
C -0.923 -2.169 -3.535 -1.5514
C -3.028 -1.345 -2.379 -1.5064
C -1.863 -3.336 -1.555 -1.9094
C -1.652 -1.972 -2.188 2.0915
H 3.952 5.825 5.397 0.1884
H 1.481 2.591 1.006 0.3946
H 1.035 -1.172 1.657 0.3657
H 0.085 2.225 -0.843 0.3219
H -0.226 -2.624 0.194 0.2569
H -1.040 0.757 -2.418 0.3068
H 0.125 -2.526 -3.398 0.3477
H -0.956 -1.233 -4.109 0.3581
H -1.473 -2.954 -4.072 0.4245
H -3.595 -1.933 -3.087 0.4291
H -3.523 -1.257 -1.387 0.3745
H -2.956 -0.299 -2.811 0.3066
H -0.926 -3.870 -1.285 0.4058
H -2.515 -3.290 -0.678 0.4112
H -2.355 -3.988 -2.293 0.4087
```

Computed properties:
**Largest force on an atom**: 0.038 hartree/bohr
**SMILES**: CC(C)(C)c1ccc(/C=N/c2nnc(S)s2)cc1
**E_HOMO**: -8.4 eV
**E_LUMO**: -0.46 eV
**ΔE to the lowest compared entry with this formula, charge and spin**: 94.6 kJ/mol
**Calculated total energy**: -1464.97657 Eh